1.
Computed, not measured: 2 unconnected molecules or ions with the total composition C2H7NO2S2 in a non-equilibrium geometry, with the ωB97M-V functional and the def2-TZVPD basis.

Summary:
Maximum force in eV/A: 4.60
Net charge: 0
E_tot in eV: -29440.103
ΔE to the lowest compared entry with this formula, charge and spin in kcal per mole: 83.6
Orbital gap in hartree: 0.312

Each atom is followed by the atoms it is bonded to, with distances in Å.
Atoms and positions in Å:
1 C 0.311 -1.837 1.713  O5 1.385, H8 1.177, H9 1.059, H10 1.179
2 C 1.966 1.841 -2.241  S6 1.624, H12 1.003, H13 1.050
3 N -2.208 0.536 0.196  S7 1.618, H11 1.070, H14 1.046
4 O -0.435 -0.558 -0.942  S7 1.471
5 O -0.833 -1.065 1.592  C1 1.385, S7 1.739
6 S 1.527 3.371 -2.561  C2 1.624
7 S -1.511 -0.910 -0.002  N3 1.618, O4 1.471, O5 1.739
8 H 0.618 -1.748 2.846  C1 1.177
9 H 1.075 -1.421 1.109  C1 1.059
10 H -0.071 -2.911 1.413  C1 1.179
11 H -1.648 1.446 0.137  N3 1.070
12 H 2.643 1.352 -2.795  C2 1.003
13 H 1.329 1.376 -1.548  C2 1.050
14 H -2.762 0.528 1.084  N3 1.046

Atom charges from the natural (NBO) analysis, given in e for atoms 1 to 2: -0.26 -0.42

***

2.
Computed, not measured: 2 unconnected molecules or ions with the total composition C2H7NO3 in a non-equilibrium geometry, with the ωB97M-V functional and the def2-TZVPD basis.

Summary:
Maximum force in eV/A: 1.27
Net charge: 0
E_tot in eV: -9819.591
SMILES: O=CO.NCO
ΔE to the lowest compared entry with this formula, charge and spin in kcal per mole: 31.6
Orbital gap in hartree: 0.387

Each atom is followed by the atoms it is bonded to, with distances in Å.
Atoms and positions in Å:
1 O -2.833 1.585 0.577  C2 1.189
2 C -2.013 1.125 -0.151  O1 1.189, O3 1.324, H4 1.108
3 O -0.814 0.727 0.244  C2 1.324, H5 0.991
4 H -2.187 1.047 -1.242  C2 1.108
5 H -0.424 -0.107 -0.122  O3 0.991
6 N 0.779 -1.317 -0.904  C7 1.441, H9 1.014, H10 1.004
7 C 1.955 -1.374 -0.073  N6 1.441, O8 1.403, H11 1.107, H12 1.094
8 O 2.141 -0.175 0.632  C7 1.403, H13 0.958
9 H 0.938 -1.119 -1.886  N6 1.014
10 H 0.175 -2.101 -0.737  N6 1.004
11 H 2.862 -1.635 -0.650  C7 1.107
12 H 1.868 -2.223 0.612  C7 1.094
13 H 3.026 0.164 0.492  O8 0.958

Atom charges from the natural (NBO) analysis, given in e for atoms 1 to 2: -0.56 0.65

***

3.
Computed, not measured: 2 unconnected molecules or ions with the total composition C2H7NO3 in a non-equilibrium geometry, with the ωB97M-V functional and the def2-TZVPD basis.

Summary:
Maximum force in eV/A: 1.25
Net charge: 0
E_tot in eV: -9820.409
SMILES: CNC(=O)O.O
ΔE to the lowest compared entry with this formula, charge and spin in kcal per mole: 12.7
Orbital gap in hartree: 0.396

Each atom is followed by the atoms it is bonded to, with distances in Å.
Atoms and positions in Å:
1 C -0.177 -0.749 -2.021  N2 1.457, H6 1.084, H7 1.083, H8 1.086
2 N -0.792 0.143 -1.047  C1 1.457, C3 1.363, H9 1.009
3 C -0.354 0.370 0.223  N2 1.363, O4 1.195, O5 1.403
4 O -1.034 0.759 1.125  C3 1.195
5 O 1.025 0.158 0.375  C3 1.403, H10 0.970
6 H 0.853 -0.467 -2.207  C1 1.084
7 H -0.716 -0.639 -2.953  C1 1.083
8 H -0.222 -1.784 -1.695  C1 1.086
9 H -1.785 0.294 -1.150  N2 1.009
10 H 1.383 0.678 -0.361  O5 0.970
11 O 0.873 0.616 3.470  H12 0.967, H13 0.965
12 H 1.021 0.124 2.651  O11 0.967
13 H -0.077 0.497 3.590  O11 0.965

Atom charges from the natural (NBO) analysis, given in e for atoms 1 to 2: -0.41 -0.65

***

4.
Computed, not measured: 2 unconnected molecules or ions with the total composition C2H7NO3 in a non-equilibrium geometry, with the ωB97M-V functional and the def2-TZVPD basis.

Summary:
Maximum force in eV/A: 1.63
Net charge: 0
E_tot in eV: -9820.821
SMILES: CNC(=O)O.O
ΔE to the lowest compared entry with this formula, charge and spin in kcal per mole: 3.2
Orbital gap in hartree: 0.384

Each atom is followed by the atoms it is bonded to, with distances in Å.
Atoms and positions in Å:
1 C 2.675 0.089 -0.294  N2 1.452, H6 1.083, H7 1.091, H8 1.091
2 N 1.434 0.843 -0.261  C1 1.452, C3 1.357, H9 1.004
3 C 0.180 0.409 0.026  N2 1.357, O4 1.203, O5 1.344
4 O -0.803 1.074 -0.167  C3 1.203
5 O 0.174 -0.810 0.590  C3 1.344, H10 0.966
6 H 3.558 0.679 -0.082  C1 1.083
7 H 2.569 -0.627 0.523  C1 1.091
8 H 2.846 -0.487 -1.204  C1 1.091
9 H 1.451 1.709 -0.767  N2 1.004
10 H -0.719 -1.163 0.488  O5 0.966
11 O -3.034 -1.071 0.145  H12 0.947, H13 0.954
12 H -3.342 -0.228 -0.158  O11 0.947
13 H -3.102 -1.593 -0.651  O11 0.954

Atom charges from the natural (NBO) analysis, given in e for atoms 1 to 2: -0.42 -0.63

***

5.
Computed, not measured: a single C2H7NO3 molecule in a non-equilibrium geometry, with the ωB97M-V functional and the def2-TZVPD basis.

Summary:
Maximum force in eV/A: 1.58
Net charge: 0
E_tot in eV: -9816.895
SMILES: CO[C@@H](N)OO
ΔE to the lowest compared entry with this formula, charge and spin in kcal per mole: 93.7
Orbital gap in hartree: 0.397

Each atom is followed by the atoms it is bonded to, with distances in Å.
Atoms and positions in Å:
1 C 1.891 0.274 -0.704  O2 1.411, H7 1.096, H8 1.094, H9 1.089
2 O 1.091 -0.183 0.364  C1 1.411, C3 1.439
3 C -0.315 0.043 0.159  O2 1.439, N4 1.415, O5 1.403, H10 1.106
4 N -0.856 -0.912 -0.734  C3 1.415, H11 1.012, H12 1.014
5 O -0.736 -0.056 1.493  C3 1.403, O6 1.465
6 O -2.129 0.398 1.492  O5 1.465, H13 0.967
7 H 1.879 1.369 -0.755  C1 1.096
8 H 1.546 -0.132 -1.659  C1 1.094
9 H 2.905 -0.064 -0.497  C1 1.089
10 H -0.524 1.056 -0.233  C3 1.106
11 H -1.838 -0.745 -0.910  N4 1.012
12 H -0.719 -1.853 -0.381  N4 1.014
13 H -2.194 0.805 2.367  O6 0.967

Atom charges from the natural (NBO) analysis, given in e for atoms 1 to 2: -0.26 -0.53

***

6.
Computed, not measured: 2 unconnected molecules or ions with the total composition C2H7NO3P in a non-equilibrium geometry, with the ωB97M-V functional and the def2-TZVPD basis.

Summary:
Maximum force in eV/A: 5.15
Net charge: -1
E_tot in eV: -19110.458
ΔE to the lowest compared entry with this formula, charge and spin in kcal per mole: 52.1
Orbital gap in hartree: 0.279

Each atom is followed by the atoms it is bonded to, with distances in Å.
Atoms and positions in Å:
1 C -1.671 0.709 -0.357  C2 1.523, H8 1.086, H9 1.189, H10 1.191
2 C -2.400 -0.173 0.649  C1 1.523, O6 1.219, H11 1.142
3 N 1.755 -0.747 -1.270  P7 1.759, H12 0.941, H13 1.050
4 O 1.198 1.158 0.540  P7 1.557
5 O 2.441 -0.802 1.295  P7 1.698, H14 0.952
6 O -3.420 -0.829 0.529  C2 1.219
7 P 1.112 -0.382 0.326  N3 1.759, O4 1.557, O5 1.698
8 H -1.696 1.742 -0.023  C1 1.086
9 H -0.528 0.391 -0.290  C1 1.189
10 H -2.139 0.709 -1.453  C1 1.191
11 H -1.934 -0.085 1.687  C2 1.142
12 H 1.961 -1.649 -1.442  N3 0.941
13 H 2.520 -0.113 -1.610  N3 1.050
14 H 2.800 0.070 1.420  O5 0.952

Atom charges from the natural (NBO) analysis, given in e for atoms 1 to 2: -0.74 0.46

***

7.
Computed, not measured: 3 unconnected molecules or ions with the total composition C2H7NO4 in a non-equilibrium geometry, with the ωB97M-V functional and the def2-TZVPD basis.

Summary:
Maximum force in eV/A: 4.58
Net charge: 0
E_tot in eV: -11865.622
SMILES: O=CNC=O.O.O
ΔE to the lowest compared entry with this formula, charge and spin in kcal per mole: 62.7
Orbital gap in hartree: 0.381

Each atom is followed by the atoms it is bonded to, with distances in Å.
Atoms and positions in Å:
1 O -1.000 -1.174 -1.243  C2 1.222
2 C -0.591 -0.626 -0.230  O1 1.222, N3 1.496, H6 1.211
3 N 0.664 -1.033 0.474  C2 1.496, C4 1.488, H7 1.028
4 C 1.857 -0.375 -0.124  N3 1.488, O5 1.176, H8 1.168
5 O 2.740 0.133 0.462  C4 1.176
6 H -1.236 0.202 0.374  C2 1.211
7 H 0.862 -1.801 1.129  N3 1.028
8 H 1.663 -0.064 -1.233  C4 1.168
9 O 1.522 -1.905 2.912  H10 0.986, H11 0.994
10 H 2.434 -2.077 3.244  O9 0.986
11 H 1.489 -0.925 3.072  O9 0.994
12 O -3.837 3.413 -3.191  H13 1.007, H14 0.996
13 H -3.484 2.486 -3.016  O12 1.007
14 H -3.084 3.746 -2.629  O12 0.996

Atom charges from the natural (NBO) analysis, given in e for atoms 1 to 2: -0.48 0.56

***

8.
Computed, not measured: 3 unconnected molecules or ions with the total composition C2H7NO4 in a non-equilibrium geometry, with the ωB97M-V functional and the def2-TZVPD basis.

Summary:
Maximum force in eV/A: 2.27
Net charge: 0
E_tot in eV: -11867.316
SMILES: O=CNC=O.O.O
ΔE to the lowest compared entry with this formula, charge and spin in kcal per mole: 23.6
Orbital gap in hartree: 0.393

Each atom is followed by the atoms it is bonded to, with distances in Å.
Atoms and positions in Å:
1 O 2.808 -1.484 0.060  C2 1.201
2 C 1.615 -1.502 0.200  O1 1.201, N3 1.386, H6 1.103
3 N 0.645 -1.188 -0.739  C2 1.386, C4 1.393, H7 1.012
4 C -0.648 -1.694 -0.632  N3 1.393, O5 1.203, H8 1.104
5 O -1.094 -2.231 0.348  C4 1.203
6 H 1.150 -1.903 1.116  C2 1.103
7 H 0.810 -0.757 -1.640  N3 1.012
8 H -1.366 -1.307 -1.377  C4 1.104
9 O -1.056 3.709 -1.546  H10 0.955, H11 0.953
10 H -0.204 3.891 -1.156  O9 0.955
11 H -1.654 4.406 -1.292  O9 0.953
12 O -1.509 2.391 2.149  H13 0.969, H14 0.958
13 H -0.800 2.364 1.489  O12 0.969
14 H -1.880 1.518 2.010  O12 0.958

Atom charges from the natural (NBO) analysis, given in e for atoms 1 to 2: -0.53 0.53

***

9.
Computed, not measured: 3 unconnected molecules or ions with the total composition C2H7NO4, with the ωB97M-V functional and the def2-TZVPD basis.

Summary:
Maximum force in eV/A: 0.51
Net charge: 0
E_tot in eV: -11867.944
SMILES: O=CNC=O.O.O
ΔE to the lowest compared entry with this formula, charge and spin in kcal per mole: 9.1
Orbital gap in hartree: 0.392

Each atom is followed by the atoms it is bonded to, with distances in Å.
Atoms and positions in Å:
1 O 0.282 1.467 0.696  C2 1.204
2 C 1.313 0.949 0.351  O1 1.204, N3 1.385, H6 1.092
3 N 1.415 0.229 -0.827  C2 1.385, C4 1.380, H7 1.018
4 C 2.628 -0.209 -1.318  N3 1.380, O5 1.203, H8 1.101
5 O 3.691 -0.009 -0.791  C4 1.203
6 H 2.221 0.978 0.957  C2 1.092
7 H 0.533 0.130 -1.326  N3 1.018
8 H 2.516 -0.785 -2.250  C4 1.101
9 O -2.676 -0.823 1.904  H10 0.968, H11 0.963
10 H -2.403 -0.236 2.624  O9 0.968
11 H -3.639 -0.861 1.906  O9 0.963
12 O -1.681 -0.283 -0.940  H13 0.964, H14 0.968
13 H -2.637 -0.389 -0.998  O12 0.964
14 H -1.563 -0.159 0.014  O12 0.968

Atom charges from the natural (NBO) analysis, given in e for atoms 1 to 2: -0.57 0.54

***

10.
Computed, not measured: 2 unconnected molecules or ions with the total composition C2H7NOS in a non-equilibrium geometry, with the ωB97M-V functional and the def2-TZVPD basis.

Summary:
Maximum force in eV/A: 4.70
Net charge: 0
E_tot in eV: -16556.619
SMILES: C=S.CNO
ΔE to the lowest compared entry with this formula, charge and spin in kcal per mole: 95.8
Orbital gap in hartree: 0.309

Each atom is followed by the atoms it is bonded to, with distances in Å.
Atoms and positions in Å:
1 C -1.421 -2.975 -1.181  S2 1.642, H3 1.129, H4 1.101
2 S -1.878 -2.947 -2.758  C1 1.642
3 H -0.760 -3.788 -0.760  C1 1.129
4 H -1.832 -2.144 -0.587  C1 1.101
5 C 1.617 0.399 1.686  N6 1.377, H8 1.126, H9 1.090, H10 1.184
6 N 0.942 1.229 0.818  C5 1.377, O7 1.489, H11 1.080
7 O 0.076 0.354 -0.020  N6 1.489, H12 0.985
8 H 1.178 -0.208 2.526  C5 1.126
9 H 2.109 -0.284 0.993  C5 1.090
10 H 2.463 1.071 2.170  C5 1.184
11 H 0.262 1.807 1.425  N6 1.080
12 H 0.616 0.115 -0.808  O7 0.985

Atom charges from the natural (NBO) analysis, given in e for atoms 1 to 2: -0.47 0.06